No. 1
Here is a structure of composition C3H6BrN4O2 in a non-equilibrium geometry from the Open Molecules 2025 dataset. Energies are from the ωB97M-V functional and the def2-TZVPD basis.

```
16
Properties=species:S:1:pos:R:3:forces:R:3
C -0.848627 0.324324 0.519870 -0.0892 -1.8078 -0.3804
C -0.229724 -1.734418 0.977064 2.3785 0.4785 1.8255
C 0.733622 0.945366 -1.438816 -2.5473 1.1389 0.3466
N -1.172408 -0.712615 1.199768 -0.1750 1.4882 -0.4804
N 0.236228 0.101774 -0.340057 1.2589 -0.8090 0.5171
N -1.693714 1.599008 0.455637 1.3771 -1.7905 -1.3873
N 0.830062 -1.143453 -0.025460 -2.2928 1.0971 -2.2436
O -1.930090 2.037783 1.519569 -0.7844 1.0736 0.7530
O -1.987155 1.936933 -0.681416 -0.0632 0.1155 1.1408
Br 2.911483 -0.753450 1.166264 -0.2844 -0.1477 -0.2962
H 0.364772 -1.792143 1.951282 -0.6514 -0.1077 -1.0697
H -0.589882 -2.755064 0.838252 -0.0913 0.2486 -0.8844
H 1.266283 0.339692 -2.117533 0.2409 -0.7081 -1.0208
H -0.243111 1.405474 -1.785184 1.2865 -0.7988 -0.4989
H 1.331624 1.827872 -1.242099 0.4414 -0.1771 1.1173
H 1.020640 -1.627083 -0.997140 -0.0044 0.7062 2.5614
```
Positions in Å, forces in eV/Å.

Net charge = +1
Highest occupied orbital energy (alpha / beta) = -14.7 / -14.8 eV
Gap between HOMO and LUMO (alpha / beta) = 7.01 / 7.92 eV

***

No. 2
Here is a structure of composition C24H24ClN6O13W in a non-equilibrium geometry from the Open Molecules 2025 dataset. Energies are from the ωB97M-V functional and the def2-TZVPD basis.

```
69
Properties=species:S:1:pos:R:3:forces:R:3
W -0.439012 -0.322295 -0.064052 1.6007 0.6503 -0.2601
O -1.277944 -3.910741 -1.397295 -0.1806 0.0140 0.0679
C -0.816756 -3.030984 -0.756709 1.1247 -0.1418 0.1773
N -0.055723 -1.894474 -1.213152 0.8960 0.8557 -0.3956
C 0.830451 -1.951886 -2.504424 -0.0213 -0.4169 0.3046
O 0.712581 -2.868518 -3.244064 -0.0712 0.0495 -0.1469
C 1.830691 -0.785960 -2.776574 -2.5844 1.5099 -0.8565
C 2.379493 -0.194013 -4.061833 0.0586 -0.3757 -0.1022
C 2.707991 1.100580 -4.409667 0.3565 0.4337 0.1814
C 2.511838 2.500613 -3.698088 0.1072 -5.8528 -1.4321
C 1.650553 2.235934 -2.767718 -0.2841 9.4865 3.7726
N 0.015924 0.348259 -2.998661 -0.1819 -5.8674 -3.6313
C -0.840864 -2.921945 0.842006 -1.1404 0.4786 -0.2752
C -1.590626 -3.945842 1.605441 0.0466 -0.1182 -0.2337
C -2.721061 -3.643023 2.239622 -0.0170 -0.0964 0.0408
C -3.255853 -2.293715 2.272808 -0.1343 0.1409 0.0250
C -2.561811 -1.282306 1.746035 0.4341 -0.7376 0.0718
N -1.322889 -1.532050 1.124991 0.5378 -1.0181 -0.8046
H 2.510873 -0.924458 -4.851062 0.0251 0.0286 -0.0186
H 3.095403 1.175293 -5.420329 -0.0093 -0.0744 -0.0034
H 2.970037 3.424047 -3.998562 -0.1329 0.0714 -0.0047
H 1.162231 3.218142 -1.817301 1.9860 -1.8924 -3.5790
H -1.175978 -4.944485 1.608805 -0.0614 -0.0258 -0.0674
H -3.260450 -4.418814 2.766097 0.0099 -0.0094 -0.0080
H -4.210028 -2.107554 2.743721 0.0114 0.0244 0.0068
H -2.874882 -0.249666 1.767251 0.0164 0.0103 0.0172
O -0.856780 1.379844 1.132086 -0.6566 -0.0686 -0.2642
C -1.684789 2.273762 0.843278 0.1629 0.0764 -0.1428
C -2.616752 2.259879 -0.236149 -0.2369 -0.0043 0.0703
C -3.317746 3.453347 -0.468385 -0.0304 -0.0370 0.0458
C -4.142701 3.542254 -1.554751 -0.0009 0.0079 -0.0030
C -4.322715 2.471472 -2.427928 -0.0541 -0.0173 0.0115
C -3.675231 1.277962 -2.197960 -0.0195 -0.1026 0.0686
C -2.809103 1.156440 -1.114962 0.1302 0.3843 0.1577
O -2.163168 0.012618 -0.925889 0.6112 0.3102 0.3890
N -4.849595 4.808514 -1.811809 0.0014 0.0033 -0.0010
O -5.459569 4.898272 -2.853882 -0.0191 -0.0075 0.0111
O -4.767786 5.669384 -0.961417 0.0163 0.0051 -0.0120
H -1.650034 3.164227 1.475920 -0.1378 0.0243 -0.0243
H -3.197830 4.306667 0.185837 0.0053 0.0050 -0.0067
H -4.978502 2.595759 -3.278310 0.0080 0.0003 -0.0056
H -3.797895 0.430843 -2.857933 -0.0004 0.0133 -0.0192
C 0.390351 -0.232121 3.589061 0.0025 0.0421 -0.0249
N 1.743017 -0.599158 3.193631 -0.0778 -0.2351 -0.0417
C 2.421339 -1.422258 4.197528 -0.0078 -0.0163 -0.0064
C 2.146876 -0.573541 1.914363 0.1259 0.1981 0.1114
O 1.330955 -0.427058 0.932178 -0.8294 -0.0239 0.2322
N 3.448141 -0.675473 1.628867 -0.0263 0.0212 -0.0313
C 3.866830 -0.902090 0.249144 -0.0282 -0.0181 -0.0394
C 4.498735 -0.195739 2.523844 -0.0060 0.0480 -0.0039
H 0.443032 0.221691 4.578224 -0.0039 0.0057 -0.0009
H -0.250988 -1.114528 3.642301 0.0044 0.0032 0.0063
H -0.026683 0.490610 2.900176 0.0268 0.0241 0.0485
H 1.724552 -2.192665 4.530042 -0.0178 0.0333 0.0336
H 2.717101 -0.817300 5.054458 0.0355 0.0040 -0.0148
H 3.285968 -1.921620 3.778320 -0.0014 -0.0043 -0.0091
H 3.263989 -1.686711 -0.202144 -0.0118 0.0032 0.0049
H 4.905714 -1.222713 0.264780 -0.0152 -0.0464 0.0083
H 3.772365 0.008009 -0.340309 0.0374 0.0245 0.0156
H 4.071008 0.323154 3.375567 -0.0052 -0.0017 0.0007
H 5.115208 0.512004 1.969492 -0.0012 -0.0020 -0.0039
H 5.132516 -1.011647 2.871469 -0.0051 -0.0020 0.0046
O 0.600668 -3.035410 1.088783 -0.0134 -0.1745 0.3737
O 0.871725 -3.260873 2.345142 0.0017 0.0630 0.0060
O 1.370090 1.749150 -0.511086 -0.5538 -1.3025 -0.0833
Cl 0.803405 1.203622 -1.823923 -4.0768 7.8214 5.4867
O -0.790972 0.124618 -3.828073 -0.7187 1.3271 0.3339
O -0.457951 2.126180 -1.819947 -0.3287 -1.0711 -0.2271
O 1.919000 0.050503 -1.786929 4.3222 -4.4405 0.6992
```
Positions in Å, forces in eV/Å.

Expectation value of S² = 2.185
Net charge = +1
Highest occupied orbital energy (alpha / beta) = -11.0 / -10.4 eV
Gap between HOMO and LUMO (alpha / beta) = 6.16 / 5.63 eV
Multiplicity = 3

***

No. 3
Here is a cluster of 2 separate species, C5H12N2O in total in a non-equilibrium geometry from the Open Molecules 2025 dataset. Energies are from the ωB97M-V functional and the def2-TZVPD basis.

```
20
Properties=species:S:1:pos:R:3:forces:R:3
N 1.435536 0.405318 -1.082467 -0.4529 0.7933 1.2739
C 0.646522 0.712692 0.059110 0.4975 -0.0509 -0.1907
C -0.227456 -0.442999 0.680206 0.5194 0.0940 0.7773
C 0.470432 -1.827147 0.583693 0.0329 2.1957 -3.7656
C 1.909825 -1.876601 0.408818 0.2751 -1.3147 3.4427
C -0.472457 1.725864 -0.357503 -1.5261 0.4329 0.5791
N -0.903427 2.507587 0.646819 0.6148 -1.3880 -1.1392
O -0.898145 1.547073 -1.496568 0.4140 0.6741 -0.2823
H 1.870999 -0.526197 -0.911618 1.0276 -0.3753 -0.1665
H 0.889713 0.549000 -1.929976 -0.3111 -0.7546 -0.0934
H 1.311574 1.127060 0.827919 -0.1240 -0.2660 0.1342
H -1.198658 -0.458155 0.172290 0.1741 -0.4408 0.2002
H -0.379001 -0.155170 1.711280 -0.1870 0.1467 0.3268
H 0.494733 -1.853338 -0.543017 -1.7884 -1.3065 0.0041
H -0.153270 -2.619016 0.985633 0.2278 -0.3134 -0.0206
H -0.762838 1.895062 1.455203 0.1452 0.7394 0.4449
H 2.331975 -2.796976 0.021683 -0.1078 0.1849 -0.7032
H 2.494150 -1.535022 1.275830 0.5533 0.9596 -0.8300
H -4.204421 2.079113 -1.356634 0.2908 0.2734 -0.0969
H -4.655787 1.541851 -1.150701 -0.2752 -0.2840 0.1054
```
Positions in Å, forces in eV/Å.

Highest occupied orbital energy = -7.8 eV
Gap between HOMO and LUMO = 4.14 eV

***

No. 4
Here is the molecule C6H14OSi in a non-equilibrium geometry from the Open Molecules 2025 dataset. Energies are from the ωB97M-V functional and the def2-TZVPD basis.

```
22
Properties=species:S:1:pos:R:3:forces:R:3
O -0.940738 0.740970 0.812671 0.0706 1.2268 0.3091
C -0.040345 1.900319 0.740931 0.3339 -2.0547 -1.1207
C 1.422334 1.439517 1.013152 -0.1189 1.5575 -1.0287
C 1.748013 0.162667 0.187060 1.7558 0.7671 0.7738
C -0.832258 -0.178476 -1.986859 0.8749 0.4048 -0.1045
C -2.161036 -1.873306 0.256909 1.3794 0.8064 0.1356
C 1.001406 -1.110800 0.456748 -2.2470 -0.2700 -0.9043
Si -0.739746 -0.621300 -0.119815 -1.3849 -0.1677 -0.1857
H -0.351615 2.666206 1.412105 -0.4650 0.3256 0.7331
H -0.171792 2.291664 -0.278632 0.3774 0.0898 0.1503
H 2.138279 2.267966 0.685432 -0.9561 -0.9467 -0.1470
H 1.627900 1.502904 2.077666 -0.2020 -1.1064 0.3379
H 2.799791 -0.084607 0.368752 0.1628 0.4426 -0.3815
H 1.624231 0.473248 -0.845447 0.2547 -0.0336 -0.3771
H -0.654497 0.887964 -2.070043 -0.2680 0.6461 0.2556
H 0.100857 -0.487253 -2.493815 -0.5678 -0.6205 -0.1063
H -1.736715 -0.343043 -2.616971 0.6886 -0.4126 0.7356
H -1.663163 -2.388500 1.087623 -0.7390 -0.4147 0.0695
H -2.332836 -2.551792 -0.581110 0.1640 -0.0151 0.1175
H -3.114605 -1.429576 0.553440 0.2741 0.0200 0.1088
H 1.274549 -1.966626 -0.186727 0.6261 0.3132 0.6321
H 1.001987 -1.298144 1.526931 -0.0135 -0.5576 -0.0031
```
Positions in Å, forces in eV/Å.

Highest occupied orbital energy = -9.2 eV
SMILES = C[Si]1(C)CCCCO1
Gap between HOMO and LUMO = 10.15 eV

***

What did we get for E? Answer: -83291.528 -75149.648 -10399.342 -16375.139 eV, in the order shown.